The following is a quantum chemistry calculation of 2 unconnected molecules or ions with the total composition C33H29BF6O3S at a distorted geometry, from OMol25.

Cartesian coordinates (Å):
1 C -2.53 -5.03 -5.85
2 C -1.83 -4.25 -4.80
3 C -0.91 -3.23 -4.96
4 C -0.49 -2.67 -3.69
5 C -1.10 -3.20 -2.58
6 B -0.91 -2.81 -0.96
7 C -1.89 -1.49 -0.79
8 C -3.22 -1.64 -0.40
9 C -4.05 -0.52 -0.30
10 C -5.48 -0.73 0.15
11 F -6.37 0.10 -0.47
12 F -5.90 -2.01 -0.09
13 F -5.61 -0.52 1.51
14 C -3.59 0.77 -0.57
15 C -2.25 0.89 -0.95
16 C -1.62 2.23 -1.24
17 F -0.50 2.41 -0.47
18 F -1.21 2.31 -2.55
19 F -2.44 3.29 -1.01
20 C -1.42 -0.22 -1.07
21 O -1.33 -3.91 -0.14
22 C -0.46 -4.61 0.73
23 C 1.06 -4.60 0.36
24 C 1.92 -5.00 1.55
25 C 1.41 -5.59 -0.76
26 C 1.38 -3.13 -0.02
27 O 0.48 -2.52 -0.94
28 S -2.10 -4.52 -3.12
29 H -2.18 -4.77 -6.85
30 H -2.40 -6.11 -5.70
31 H -3.61 -4.84 -5.81
32 H -0.56 -2.89 -5.93
33 H 0.25 -1.89 -3.66
34 H -3.63 -2.63 -0.23
35 H -4.24 1.65 -0.45
36 H -0.39 -0.09 -1.42
37 H -0.60 -4.15 1.73
38 H -0.84 -5.63 0.84
39 H 2.98 -4.89 1.31
40 H 1.69 -4.33 2.39
41 H 1.73 -6.03 1.87
42 H 2.49 -5.52 -0.94
43 H 1.21 -6.61 -0.42
44 H 0.86 -5.40 -1.70
45 H 1.38 -2.48 0.87
46 H 2.37 -3.07 -0.47
47 C 1.36 -6.44 7.68
48 C 2.09 -6.00 6.56
49 C 1.59 -5.01 5.71
50 C 0.31 -4.42 6.00
51 C -0.38 -3.58 5.08
52 O -1.60 -3.12 5.49
53 C -2.04 -1.95 4.89
54 C -1.61 -1.58 3.60
55 C -1.98 -0.27 3.20
56 C -2.41 0.65 4.15
57 C -2.84 0.24 5.42
58 C -2.76 -1.11 5.74
59 C -0.62 -2.40 2.98
60 C 0.13 -3.22 3.84
61 C -0.32 -4.73 7.22
62 C 0.18 -5.76 8.00
63 H 1.67 -7.35 8.22
64 H 3.04 -6.47 6.32
65 H 2.17 -4.68 4.84
66 H -1.91 -0.02 2.14
67 H -2.47 1.71 3.93
68 H -3.14 0.97 6.20
69 H -3.10 -1.47 6.71
70 H -0.25 -2.21 1.97
71 H 1.21 -3.39 3.73
72 H -1.21 -4.16 7.52
73 H -0.41 -6.07 8.86

Computed properties:
* energy above the lowest of the compared OMol25 structures with the same formula, charge and spin: 0.0 kcal/mol
* net charge: 0
* Kohn-Sham gap: 3.4259 eV
* calculated total energy: -68650.0788 eV
* highest occupied orbital energy: -6.6 eV

And the Mulliken charges, in e, turn out to be: -1.261 0.571 -0.630 -1.182 0.452 1.791 -0.013 -0.761 0.394 0.692 -0.276 -0.274 -0.272 -1.150 0.263 0.819 -0.271 -0.270 -0.297 -0.685 -0.668 -1.065 2.920 -1.186 -1.842 -1.570 -0.599 -0.270 0.351 0.281 0.252 0.321 0.452 0.573 0.490 0.415 -0.069 0.338 0.471 -0.112 0.442 0.441 0.460 0.195 0.371 0.386 -0.480 -0.621 -0.391 0.572 0.947 -0.546 0.820 -0.113 -0.466 -0.951 -0.219 -0.830 0.278 -0.784 -0.630 -0.471 0.374 0.398 0.282 0.439 0.419 0.385 0.436 0.275 0.688 0.405 0.366